Record 1
Formula: C19H46Br2F3O12P3Si2
Source: OMol25
Level of theory: the ωB97M-V functional and the def2-TZVPD basis

XYZ file:
```
87
Properties=species:S:1:pos:R:3:forces:R:3
C 2.521 -1.796 1.627 -0.6 0.5 0.9
C 1.710 -0.785 2.506 -0.7 -0.3 -0.8
C 0.465 -0.255 1.746 1.7 -0.6 0.3
O -0.394 -1.359 1.440 -1.1 1.0 -0.2
Si -1.995 -0.965 1.105 2.1 -0.2 -0.8
C -2.326 0.882 0.898 0.1 -0.4 0.4
C -1.680 1.496 -0.354 -0.1 0.2 0.2
C -1.831 3.028 -0.475 0.3 -0.8 0.3
F -1.485 3.347 -1.757 -0.4 0.3 0.2
Br -3.652 3.620 -0.060 0.3 -0.4 -0.4
C -0.827 3.815 0.433 -0.9 1.7 -0.4
F -0.881 3.458 1.713 0.1 -0.5 0.0
F 0.422 3.704 -0.016 0.1 -0.6 0.1
Br -1.254 5.750 0.375 0.4 -0.2 0.0
O -2.382 -1.704 -0.356 -1.2 0.0 1.6
Si -3.910 -2.430 -0.486 0.7 0.0 -1.3
P -3.227 -1.619 2.851 -2.1 -0.2 1.2
O -2.744 -3.147 3.307 0.5 0.6 -0.2
O -2.719 -0.562 4.054 0.6 -0.6 -0.6
H 2.079 -1.834 0.623 0.4 -0.1 0.1
H 3.575 -1.498 1.615 -0.2 -0.3 -0.3
H 2.421 -2.783 2.094 0.3 0.1 -0.4
H 1.318 -1.306 3.390 0.3 0.3 0.0
H 2.305 0.093 2.793 -0.1 -0.3 0.1
H 0.850 0.148 0.792 -0.4 0.3 0.3
H 0.014 0.512 2.393 -0.2 -0.1 -0.4
H -2.003 1.360 1.837 -0.1 0.0 -0.4
H -3.422 1.005 0.873 0.3 0.0 -0.1
H -2.103 1.044 -1.263 0.0 0.3 0.2
H -0.595 1.308 -0.421 -0.3 0.0 0.2
H -3.741 -3.888 -0.351 -0.1 0.0 0.2
H -4.385 -2.159 -1.861 0.0 0.0 0.0
H -4.920 -1.870 0.418 0.1 0.0 0.2
H -3.460 -3.522 3.837 0.1 0.0 -0.2
H -3.294 -0.680 4.821 0.0 0.2 -0.2
O 1.936 -6.544 5.642 1.8 -2.8 1.4
P 3.162 -6.575 4.784 -1.5 6.0 -4.6
O 3.796 -5.083 5.026 0.1 -0.8 0.2
C 4.419 -4.803 6.277 0.2 0.1 0.2
C 5.749 -5.521 6.428 0.0 -0.2 0.0
O 2.481 -6.352 3.307 0.3 -0.8 0.2
C 1.082 -6.551 3.104 -0.3 0.3 0.1
C 0.316 -5.254 3.278 0.0 0.2 -0.2
O 4.546 -7.102 4.006 -0.8 -1.7 2.8
C 4.841 -8.509 4.096 0.1 -0.4 -0.2
C 3.751 -9.367 3.482 -0.2 0.1 0.0
H 3.742 -5.066 7.095 0.0 0.0 0.0
H 4.580 -3.725 6.313 -0.1 0.0 -0.1
H 5.603 -6.602 6.511 0.0 0.0 0.1
H 6.271 -5.183 7.325 0.0 0.0 0.0
H 6.384 -5.346 5.559 0.0 0.1 0.0
H 0.702 -7.329 3.768 0.1 0.1 0.1
H 0.953 -6.917 2.083 0.2 0.0 0.0
H 0.599 -4.729 4.190 0.0 -0.2 0.1
H -0.759 -5.439 3.300 0.0 0.0 0.0
H 0.531 -4.578 2.448 -0.1 0.0 0.0
H 4.994 -8.777 5.146 0.1 0.0 0.0
H 5.783 -8.671 3.574 0.0 0.2 0.0
H 2.812 -9.275 4.038 0.0 0.0 0.0
H 4.042 -10.418 3.489 0.0 0.0 0.0
H 3.550 -9.060 2.456 0.1 0.0 0.0
O -2.016 8.059 -5.004 -2.2 -2.5 1.6
P -1.676 6.808 -5.754 5.3 2.8 -4.8
O -0.067 6.665 -5.488 -0.8 -0.3 0.2
C 0.370 6.259 -4.192 0.2 -0.2 0.3
C 0.070 4.795 -3.921 -0.1 0.0 -0.1
O -1.654 7.398 -7.288 -0.7 -0.5 0.2
C -2.256 8.652 -7.600 0.1 0.4 0.0
C -1.246 9.781 -7.516 0.2 0.0 -0.1
O -1.768 5.270 -6.405 -1.9 0.5 2.7
C -3.026 4.584 -6.262 -0.3 -0.2 -0.1
C -4.164 5.317 -6.947 0.1 0.2 0.0
H -0.089 6.896 -3.430 0.0 0.0 0.0
H 1.447 6.424 -4.157 0.0 0.1 -0.1
H -1.007 4.628 -3.836 0.0 0.0 0.1
H 0.534 4.472 -2.988 0.0 0.1 0.0
H 0.433 4.168 -4.735 0.1 0.1 0.0
H -3.115 8.840 -6.955 0.1 0.0 0.1
H -2.638 8.581 -8.621 0.1 -0.2 0.0
H -0.667 9.741 -6.593 -0.2 0.0 0.1
H -1.744 10.750 -7.577 0.0 0.0 0.0
H -0.531 9.707 -8.338 0.0 0.0 0.0
H -3.242 4.449 -5.198 0.0 -0.1 0.0
H -2.901 3.595 -6.702 0.2 0.1 0.0
H -4.355 6.286 -6.472 0.0 0.0 0.0
H -5.083 4.732 -6.895 0.0 0.0 0.0
H -3.924 5.512 -7.992 0.0 -0.1 0.0
```
Forces are in eV/Å.

As for the multiplicity: 1. The energy relative to the best compared isomer or geometry (same formula, charge and spin) is 0.00 kcal/mol. The HOMO energy comes out at -8.29 eV. For the molecular weight, the calculation gives 832.46 g mol⁻¹. The LUMO energy comes out at -0.3 eV.


Record 2
Formula: C19H46Cl12O10
Source: OMol25
Level of theory: the ωB97M-V functional and the def2-TZVPD basis

XYZ file:
```
87
Properties=species:S:1:pos:R:3:forces:R:3
Cl -0.962 -8.598 -3.184 0.2 -0.5 0.4
C -1.465 -10.260 -2.751 -1.1 0.6 0.2
Cl -3.214 -10.151 -2.246 0.7 -0.1 -0.1
Cl -1.364 -11.271 -4.156 0.1 -0.3 -0.5
Cl -0.537 -10.989 -1.452 0.1 0.4 0.0
Cl 4.021 5.657 7.706 -0.6 -0.5 -0.5
C 2.674 4.433 7.736 0.3 -0.9 -0.6
C 2.196 3.862 6.331 0.1 2.0 0.8
Cl 1.195 5.179 5.458 0.9 -1.3 0.6
H 1.946 4.885 8.409 -0.4 -0.2 -0.7
H 3.094 3.581 8.270 0.1 0.0 0.0
H 1.591 2.957 6.390 -0.2 0.4 0.4
H 3.065 3.595 5.729 -0.1 0.5 -0.1
Cl 0.939 6.773 -5.379 -1.4 0.0 -0.2
C 2.582 7.263 -5.146 1.1 -0.5 0.1
C 2.942 7.324 -3.675 0.2 -0.1 0.6
Cl 2.695 5.766 -2.745 0.1 0.7 -0.7
H 2.773 8.213 -5.645 -0.2 0.1 0.3
H 3.162 6.519 -5.692 0.3 0.0 0.3
H 2.350 8.072 -3.148 -0.1 -0.1 -0.1
H 3.992 7.578 -3.530 0.0 -0.1 -0.2
Cl 0.904 0.486 -8.433 0.9 -0.2 0.1
C 0.062 -0.893 -7.699 -0.6 -0.1 -0.1
C -1.143 -1.200 -8.597 -0.6 -0.6 0.2
Cl -2.041 0.243 -9.030 -0.6 0.9 -0.3
H -0.167 -0.582 -6.680 -0.5 0.0 -0.2
H 0.690 -1.776 -7.582 0.2 0.2 -0.5
H -1.947 -1.793 -8.161 0.6 -0.4 0.6
H -0.911 -1.704 -9.535 0.6 0.2 0.1
Cl 3.344 -2.950 -2.057 0.6 -0.7 -0.3
C 2.022 -2.493 -0.990 0.1 0.9 -0.1
C 2.073 -0.987 -0.854 -2.0 0.1 -1.0
Cl 3.330 -0.464 0.198 0.7 0.5 0.8
H 2.163 -2.910 0.007 -0.1 -0.4 -0.3
H 1.098 -2.806 -1.477 0.0 0.0 0.3
H 1.079 -0.667 -0.543 0.1 0.1 0.8
H 2.149 -0.451 -1.800 0.5 -0.4 -0.2
O 3.274 -4.306 6.469 -1.2 -0.5 0.6
C 2.243 -4.572 7.505 0.4 1.5 -0.6
C 1.104 -3.548 7.264 -0.1 0.0 0.5
O 0.654 -3.670 5.930 0.2 0.1 0.5
H 3.752 -3.539 6.791 0.2 0.1 -0.1
H 1.896 -5.601 7.406 0.2 0.1 -0.1
H 2.754 -4.377 8.448 -0.4 -0.4 0.3
H 1.457 -2.532 7.435 0.7 0.2 -0.1
H 0.248 -3.545 7.939 0.0 -0.9 0.1
H 1.520 -3.601 5.520 0.1 -0.2 -1.1
O -7.178 -5.280 2.792 -0.3 -0.5 -0.4
C -6.054 -5.644 3.545 0.5 0.6 1.2
C -4.770 -5.735 2.742 0.2 -1.4 0.9
O -4.267 -4.559 2.245 0.1 2.3 -0.9
H -6.905 -4.511 2.286 -0.1 0.2 -0.1
H -6.023 -4.963 4.395 0.8 0.8 0.0
H -6.177 -6.542 4.150 -0.5 -0.7 -0.9
H -4.940 -6.387 1.885 -0.1 -0.4 0.1
H -3.976 -6.130 3.375 -0.3 -0.8 0.2
H -3.399 -4.371 2.610 -0.2 0.0 0.0
O 9.950 2.746 -6.733 -0.9 -1.0 1.3
C 8.505 2.888 -6.464 0.5 2.1 -0.6
C 8.057 3.318 -5.040 2.9 0.2 0.9
O 8.370 4.725 -4.588 -1.4 -1.8 -1.1
H 10.350 3.581 -6.984 -0.4 0.1 0.0
H 8.299 3.689 -7.175 -1.1 -0.1 -0.1
H 7.980 1.968 -6.722 0.4 0.0 -0.1
H 8.695 2.684 -4.424 0.3 -0.1 0.3
H 7.088 2.976 -4.679 -0.4 0.9 -0.8
H 9.292 4.920 -4.772 0.1 -0.3 -0.1
O -4.264 1.850 4.170 0.7 1.0 0.1
C -5.597 1.475 4.412 -0.2 -0.2 -1.2
C -5.898 1.571 5.878 -0.5 0.4 -3.2
O -5.252 0.557 6.489 0.6 -1.4 3.3
H -4.068 1.762 3.234 0.0 0.0 0.0
H -6.362 2.034 3.872 0.2 0.5 -0.4
H -5.621 0.465 4.005 -0.9 -0.5 0.5
H -6.987 1.519 5.883 -0.3 -0.4 0.8
H -5.643 2.596 6.146 0.5 -0.1 0.7
H -4.691 -0.028 5.975 -0.2 0.6 -0.5
O -3.661 0.919 -2.996 0.5 1.6 0.0
C -4.065 2.244 -3.476 -1.5 -0.8 0.4
C -4.308 3.366 -2.439 0.2 0.4 0.3
O -5.386 3.152 -1.515 0.2 -1.1 -0.5
H -4.490 0.534 -2.701 0.1 -0.2 0.2
H -3.426 2.665 -4.253 0.6 -0.4 0.3
H -4.976 1.958 -4.003 -0.4 0.9 -0.1
H -4.491 4.313 -2.947 -0.2 -0.1 -0.7
H -3.380 3.592 -1.915 0.2 -0.5 0.3
H -5.614 3.938 -1.014 0.3 0.2 -0.2
```
Forces are in eV/Å.

As for the multiplicity: 1. The energy relative to the best compared isomer or geometry (same formula, charge and spin) is 49.19 kcal/mol. The HOMO energy comes out at -10.10 eV. For the molecular weight, the calculation gives 860.00 g mol⁻¹. As for the SMILES: ClC(Cl)(Cl)Cl.ClCCCl.ClCCCl.ClCCCl.ClCCCl.OCCO.OCCO.OCCO.OCCO.OCCO. The LUMO energy comes out at 0.0 eV.


Record 3
Formula: C19H46ClNO10P2Si
Source: OMol25
Level of theory: the ωB97M-V functional and the def2-TZVPD basis

XYZ file:
```
80
Properties=species:S:1:pos:R:3:forces:R:3
N 3.682 0.073 -0.300 0.6 0.7 -0.5
C 4.717 1.162 -0.499 1.0 -0.4 0.8
C 5.086 1.490 -2.063 0.9 -0.9 0.0
Si 4.183 3.023 -2.801 -1.5 -0.9 0.1
Cl 3.318 2.342 -4.685 0.7 0.6 1.0
C 2.675 3.645 -1.728 -1.1 0.0 0.6
C 1.394 2.707 -2.179 0.2 -0.4 0.8
C 0.226 2.575 -1.010 0.3 -0.7 -0.7
C -0.822 1.402 -1.579 0.6 2.7 -0.8
O -0.215 0.089 -1.292 -1.2 -1.4 -3.4
C -0.237 -0.802 -2.463 2.7 1.5 -5.1
O 0.344 -0.546 -3.655 -3.8 -1.2 8.1
H 4.078 -0.883 -0.434 -0.6 1.4 -0.2
H 2.815 0.235 -0.857 1.2 -0.4 0.5
H 4.391 2.115 0.132 0.6 -1.9 -1.6
H 5.711 0.774 0.032 -2.2 0.8 -1.1
H 6.254 1.698 -2.190 -2.4 -0.5 0.4
H 4.854 0.534 -2.731 0.5 2.0 1.5
H 5.049 4.148 -3.126 0.3 0.1 -0.1
H 2.476 4.810 -1.861 0.3 -2.5 0.2
H 2.824 3.458 -0.570 -0.1 0.4 -2.3
H 1.826 1.613 -2.362 -1.1 2.2 0.3
H 0.952 3.063 -3.203 0.8 -0.7 2.1
H 0.724 2.216 0.010 -1.1 0.7 -2.2
H -0.315 3.605 -0.817 1.0 -2.1 -0.5
H -1.901 1.550 -1.141 2.2 -0.8 -0.6
H -0.860 1.589 -2.757 0.0 -0.6 2.6
H -0.794 -1.830 -2.351 1.2 2.1 0.3
C 1.593 4.254 4.846 -0.1 0.0 -0.1
C 1.801 3.445 6.117 -0.4 0.2 0.1
O 2.482 2.221 5.868 -0.2 1.1 0.1
P 4.049 2.370 5.356 -3.2 -8.2 3.0
O 4.628 2.540 6.782 1.1 3.9 -2.6
O 4.525 0.767 5.320 0.6 0.8 -1.0
C 5.492 0.245 6.231 0.2 0.2 0.4
C 4.846 -0.208 7.533 -0.2 -0.4 -0.1
O 3.402 2.179 3.763 1.9 2.6 0.7
C 3.266 0.895 3.153 0.5 -1.1 -0.5
C 2.306 -0.061 3.857 -0.3 0.2 0.4
H 2.550 4.563 4.412 0.0 0.0 0.0
H 1.011 5.158 5.048 0.1 -0.1 0.1
H 1.072 3.660 4.087 0.1 0.1 0.1
H 2.360 4.031 6.853 0.0 0.0 0.1
H 0.829 3.198 6.553 0.2 -0.1 0.0
H 6.291 0.980 6.405 -0.4 -0.2 0.0
H 5.967 -0.610 5.748 -0.2 0.0 -0.2
H 4.153 0.523 7.944 0.2 0.2 -0.1
H 5.609 -0.424 8.287 -0.1 0.0 -0.1
H 4.258 -1.120 7.356 0.2 0.1 0.1
H 4.257 0.443 3.026 -0.3 0.0 0.1
H 2.888 1.067 2.140 0.1 0.4 0.2
H 2.512 -0.197 4.922 0.1 0.1 -0.3
H 2.356 -1.050 3.390 0.0 0.2 -0.2
H 1.278 0.313 3.788 0.1 -0.1 -0.1
C -8.853 -4.072 -3.121 0.0 -0.1 0.1
C -8.143 -2.752 -2.863 -0.4 0.0 0.2
O -6.730 -2.868 -2.988 -1.0 0.0 -0.3
P -6.176 -3.205 -4.511 5.8 3.0 6.6
O -6.216 -1.731 -4.984 -2.9 -2.7 -2.8
O -4.524 -3.117 -4.273 -0.4 -1.0 -0.9
C -3.731 -2.081 -4.852 -0.1 0.4 -0.3
C -3.698 -0.842 -3.967 0.2 0.0 0.2
O -6.132 -4.851 -3.982 -1.5 0.7 -2.6
C -4.970 -5.416 -3.373 1.2 -0.3 -0.2
C -4.559 -4.786 -2.045 -0.4 0.3 0.3
H -8.702 -4.407 -4.153 -0.1 0.0 0.0
H -9.929 -3.976 -2.957 0.1 0.1 0.0
H -8.463 -4.859 -2.467 -0.1 0.2 -0.1
H -8.508 -1.983 -3.550 0.0 0.1 0.1
H -8.357 -2.418 -1.844 0.2 0.0 -0.1
H -4.084 -1.849 -5.866 0.0 0.0 0.4
H -2.718 -2.469 -4.965 0.0 -0.2 0.1
H -4.683 -0.544 -3.611 -0.1 -0.1 -0.2
H -3.254 0.002 -4.503 0.0 -0.1 0.1
H -3.098 -1.045 -3.069 0.0 0.1 -0.2
H -4.141 -5.411 -4.091 -0.1 0.1 0.2
H -5.194 -6.473 -3.190 -0.4 0.1 -0.2
H -4.442 -3.699 -2.084 0.0 -0.3 -0.2
H -3.601 -5.201 -1.716 -0.2 -0.2 -0.1
H -5.315 -4.987 -1.278 0.2 -0.1 -0.1
```
Forces are in eV/Å.

As for the multiplicity: 1. The HOMO energy comes out at -9.34 eV. For the molecular weight, the calculation gives 574.06 g mol⁻¹. As for the SMILES: NCC[Si@@H](Cl)CCCCOC=O.CCOP(=O)(OCC)OCC.CCOP(=O)(OCC)OCC. The LUMO energy comes out at -2.0 eV.


Record 4
Formula: C19H46F18N3O2P3
Source: OMol25
Level of theory: the ωB97M-V functional and the def2-TZVPD basis

XYZ file:
```
91
Properties=species:S:1:pos:R:3:forces:R:3
C 1.055 -1.924 2.601 -0.9 0.5 -1.4
C 1.286 -0.903 1.462 -1.4 1.3 -0.2
O 0.446 -0.249 0.846 2.3 -2.0 1.3
N 2.783 -0.546 1.263 -2.9 1.8 2.9
H 3.337 -0.966 1.995 0.3 -0.5 0.7
H 3.145 -0.984 0.428 0.5 0.5 -1.5
C 2.885 1.037 1.530 0.2 -1.3 -2.1
H 1.438 -2.900 2.301 1.0 0.3 0.5
H 0.007 -2.170 2.773 -0.4 0.7 -0.4
H 1.403 -1.462 3.524 0.6 -0.4 -0.1
H 2.127 1.504 2.160 -0.2 -1.1 0.3
H 2.679 1.346 0.506 0.6 0.8 0.2
H 3.873 1.252 1.937 -0.1 -0.2 -0.5
C -3.792 -0.106 6.226 -0.3 -1.9 -1.3
N -3.774 -1.420 5.312 -2.3 0.1 -0.9
C -3.546 -2.580 6.199 0.4 0.1 0.0
C -5.190 -1.548 4.679 0.6 0.0 0.6
C -2.735 -1.593 4.166 0.3 -0.3 0.0
C -2.810 -0.696 2.932 0.3 1.7 1.2
O -2.726 0.648 3.346 -2.0 0.2 -0.6
H -4.577 -0.335 6.947 -0.1 0.1 -0.1
H -4.092 0.687 5.541 0.7 0.2 0.4
H -2.852 -0.074 6.776 0.2 0.6 -0.6
H -3.399 -3.448 5.556 0.3 0.0 0.4
H -4.388 -2.793 6.858 0.0 0.4 0.0
H -2.655 -2.263 6.742 0.0 -0.9 0.3
H -6.003 -1.551 5.405 0.4 1.1 0.6
H -5.414 -2.549 4.310 1.1 0.0 -0.8
H -5.252 -0.744 3.946 -0.4 -0.3 0.1
H -2.819 -2.617 3.803 -0.4 -0.2 0.3
H -1.775 -1.563 4.683 0.2 0.5 -0.2
H -3.744 -0.795 2.379 -0.2 -0.2 0.2
H -2.024 -0.892 2.202 0.3 -0.6 0.2
H -1.868 0.934 3.667 0.7 -0.3 0.0
C -2.093 -0.400 -1.384 -0.4 -1.3 1.3
C -1.894 1.076 -1.600 -0.3 0.4 -1.9
C -1.700 1.307 -3.165 -0.5 1.3 0.9
C -0.321 0.967 -3.612 1.5 -1.2 -0.3
N -0.015 1.351 -5.116 0.0 -0.3 0.7
C 1.446 0.912 -5.539 -0.4 -0.6 1.8
C 2.402 2.015 -4.989 -1.1 0.2 -1.0
C 1.498 3.302 -4.793 0.0 -2.0 1.0
C 0.093 2.879 -5.295 0.9 0.6 -0.5
C -1.233 0.701 -5.894 2.6 1.3 -2.8
C -0.847 0.562 -7.428 0.2 1.2 0.6
C -2.027 0.482 -8.375 -0.5 -0.3 0.3
H -3.080 -0.821 -1.573 -0.5 0.7 -0.8
H -2.086 -0.640 -0.321 0.8 0.0 0.2
H -1.437 -1.089 -1.916 0.5 0.3 0.2
H -1.087 1.544 -1.037 0.3 -0.5 0.0
H -2.791 1.577 -1.236 -0.1 0.2 -0.3
H -1.711 2.351 -3.479 -0.9 0.5 0.6
H -2.527 0.839 -3.699 0.3 -0.3 0.0
H -0.076 -0.086 -3.475 -0.1 -0.3 -0.7
H 0.415 1.397 -2.933 0.1 0.7 -0.4
H 1.571 0.587 -6.572 -0.6 0.8 -0.1
H 1.565 -0.006 -4.963 0.3 0.0 0.0
H 3.129 2.327 -5.739 0.2 -0.6 0.1
H 2.890 1.568 -4.123 0.1 0.7 0.2
H 1.958 4.177 -5.254 -0.5 -0.1 -0.2
H 1.386 3.520 -3.731 0.2 0.1 0.0
H 0.006 3.096 -6.360 -0.1 -0.3 -0.1
H -0.603 3.548 -4.788 -0.7 -0.9 0.1
H -1.883 1.574 -5.829 -1.0 -1.0 0.2
H -1.486 -0.319 -5.604 -0.2 0.6 1.1
H -0.232 -0.306 -7.667 0.4 0.3 0.6
H -0.324 1.492 -7.650 0.5 -0.2 -0.2
H -2.096 -0.561 -8.686 -0.7 0.1 0.0
H -1.946 1.084 -9.280 0.3 0.0 0.1
H -2.910 0.835 -7.842 -0.4 -0.3 -0.3
P 4.499 -0.749 -2.170 0.9 -0.5 0.0
F 5.404 0.261 -3.152 -1.3 -0.6 1.2
F 5.521 -1.957 -2.425 -0.6 0.2 -0.3
F 5.317 -0.340 -0.871 0.7 0.9 0.1
F 3.607 -1.708 -1.099 -0.2 -0.6 -1.3
F 3.386 0.381 -1.775 0.0 0.7 -1.1
F 3.627 -1.182 -3.510 0.0 0.3 1.2
P 0.235 1.675 5.279 1.0 -0.4 -0.2
F 1.789 1.053 5.011 -1.9 1.5 0.3
F -0.221 0.754 3.935 0.5 0.8 -0.1
F -0.090 0.291 6.122 -0.1 1.1 0.3
F -1.375 2.121 5.368 1.1 -0.5 0.7
F 0.717 2.516 6.595 -0.9 -1.3 -1.0
F 0.448 3.029 4.386 0.4 -1.5 0.1
P 4.897 -2.388 3.519 0.8 -0.9 -1.4
F 5.169 -2.310 5.082 0.1 0.8 -0.2
F 4.525 -0.767 3.357 -0.1 -0.5 1.2
F 6.409 -2.091 3.095 0.4 0.3 1.2
F 4.641 -2.412 1.887 -1.0 -0.7 -0.3
F 5.159 -3.972 3.537 0.6 -0.3 -0.2
F 3.352 -2.782 3.778 -0.6 1.0 0.1
```
Forces are in eV/Å.

As for the multiplicity: 1. The HOMO energy comes out at -10.72 eV. For the molecular weight, the calculation gives 783.48 g mol⁻¹. The LUMO energy comes out at -0.5 eV.